This record from OMol25 describes a 2-piece molecular cluster, C5H15N2PS overall. The level of theory is the ωB97M-V functional and the def2-TZVPD basis.

XYZ file:
```
24
Properties=species:S:1:pos:R:3:mulliken_charge:R:1
C -1.744 -0.803 0.024 -0.510
C 3.738 -0.930 -0.384 -0.869
C -2.769 1.874 0.144 -0.206
C -0.282 -0.988 -0.148 -0.287
C 2.033 0.610 0.634 -0.677
N -4.018 1.887 -0.151 -0.145
N 3.254 0.461 -0.227 -0.113
P -2.866 -1.983 0.137 0.137
S 0.523 0.670 -0.389 -0.128
H 4.036 -1.333 0.583 0.381
H 2.956 -1.555 -0.809 0.320
H 4.602 -0.951 -1.046 0.366
H -2.022 1.999 -0.626 0.281
H -2.453 1.804 1.176 0.357
H 0.179 -1.427 0.737 0.401
H -0.034 -1.579 -1.030 0.393
H 2.090 1.562 1.164 0.413
H 1.983 -0.208 1.350 0.331
H -4.739 1.812 0.564 0.305
H -4.116 -1.429 0.304 0.050
H -4.345 1.988 -1.109 0.294
H 4.020 1.035 0.156 0.379
H 3.025 0.841 -1.158 0.381
H -3.054 -3.358 0.104 0.144
```

## Properties
Total energy, eV: -28512.709
LUMO level, eV: -6.92
HOMO, eV: -15.48
Total charge: +2

=====

This record from OMol25 describes one molecule with the formula C4H8FN3O4. The level of theory is the ωB97M-V functional and the def2-TZVPD basis.

XYZ file:
```
20
Properties=species:S:1:pos:R:3:mulliken_charge:R:1
C -0.942 0.437 1.101 -0.796
N 0.266 0.166 0.278 0.175
C 0.783 -1.163 0.038 -0.900
C 0.488 1.113 -0.674 -1.380
C -0.570 1.244 -2.089 0.518
F -1.852 1.380 -1.794 -0.267
N -0.039 2.572 -2.750 0.951
O 1.016 2.487 -3.226 -0.524
O -0.717 3.547 -2.584 -0.580
N -0.349 0.071 -2.999 1.026
O 0.723 -0.377 -3.178 -0.520
O -1.341 -0.400 -3.462 -0.598
H -0.868 1.521 1.768 0.217
H -1.777 0.398 0.409 0.343
H -1.212 -0.346 1.888 0.304
H 0.303 -1.758 -0.733 0.309
H 1.808 -1.007 -0.326 0.319
H 0.897 -1.676 1.066 0.326
H 0.284 2.142 -0.193 0.327
H 1.402 1.092 -1.208 0.750
```

## Properties
Total energy, eV: -19647.368
LUMO level, eV: -0.23
HOMO, eV: -9.22

=====

This record from OMol25 describes C49H37F15GeSSb2Se4SiZr as an isolated structure. The level of theory is the ωB97M-V functional and the def2-TZVPD basis.

XYZ file:
```
111
Properties=species:S:1:pos:R:3:mulliken_charge:R:1
Zr -0.306 -0.275 -0.048 -1.007
Se 0.147 -2.819 0.663 0.063
Se -1.919 -2.825 -0.419 -0.098
Se -1.368 -1.578 -2.343 -0.315
Se -2.140 0.555 -1.742 -0.596
C 1.274 0.873 2.231 -0.468
C 0.395 2.124 2.126 0.544
C -0.452 2.316 0.863 -0.495
Sb 0.040 3.530 -1.008 1.043
C 0.753 2.896 -2.933 0.163
C 0.611 1.730 -3.665 0.471
C 0.862 1.721 -5.032 -0.930
C 1.280 2.869 -5.680 -0.545
C 1.454 4.038 -4.954 -0.820
C 1.179 4.052 -3.598 -0.666
C 1.964 4.164 -0.319 -0.189
C 2.021 5.009 0.786 -0.381
C 3.234 5.499 1.245 -0.726
C 4.411 5.154 0.596 -0.293
C 4.365 4.317 -0.508 -0.690
C 3.150 3.825 -0.959 0.218
Sb 3.376 1.242 1.815 0.924
C 3.682 1.860 3.841 0.234
C 4.059 3.170 4.104 -0.207
C 4.234 3.609 5.408 -0.638
C 4.036 2.736 6.465 -0.389
C 3.665 1.423 6.215 -0.799
C 3.491 0.990 4.911 -0.234
C 3.984 -0.790 2.110 0.097
C 3.111 -1.828 2.424 0.121
C 3.566 -3.133 2.540 -0.940
C 4.908 -3.419 2.354 -0.615
C 5.794 -2.394 2.057 -0.575
C 5.332 -1.094 1.931 -0.798
H 0.895 0.002 1.669 0.086
H 1.240 0.475 3.249 0.742
H 1.006 3.020 2.288 0.251
H -0.327 2.098 2.948 0.302
H -1.201 3.085 1.095 0.475
H -1.180 1.486 0.740 -0.554
H 0.302 0.813 -3.179 0.178
H 0.739 0.803 -5.589 0.507
H 1.473 2.854 -6.743 0.389
H 1.787 4.942 -5.444 0.409
H 1.295 4.989 -3.062 0.393
H 1.109 5.315 1.290 0.411
H 3.259 6.161 2.100 0.425
H 5.359 5.538 0.948 0.414
H 5.278 4.039 -1.016 0.405
H 3.136 3.170 -1.823 0.319
H 4.220 3.860 3.286 0.226
H 4.528 4.631 5.598 0.413
H 4.174 3.075 7.482 0.376
H 3.515 0.736 7.037 0.401
H 3.215 -0.044 4.729 0.329
H 2.058 -1.633 2.599 0.651
H 2.870 -3.926 2.778 0.448
H 5.265 -4.435 2.442 0.406
H 6.843 -2.609 1.914 0.417
H 6.039 -0.311 1.679 0.400
C 4.530 -0.887 -1.861 -0.825
Si 2.720 -1.336 -2.153 0.008
C 2.521 -3.169 -1.814 -0.874
C 2.396 -1.090 -3.987 -1.043
C 1.709 -0.241 -0.991 2.982
H 5.189 -1.647 -2.278 0.366
H 4.754 -0.807 -0.796 0.064
H 4.784 0.064 -2.330 0.289
H 3.121 -3.709 -2.546 0.424
H 1.490 -3.510 -1.898 0.189
H 2.870 -3.448 -0.819 0.251
H 3.111 -1.724 -4.514 0.507
H 2.557 -0.069 -4.315 0.252
H 1.398 -1.402 -4.295 0.231
H 1.982 0.810 -1.213 -0.499
H 2.272 -0.494 -0.070 -1.379
F -2.592 2.571 3.319 0.146
C -3.885 2.489 3.654 -0.348
C -4.604 1.338 3.409 -0.157
C -5.940 1.362 3.761 0.778
F -6.690 0.271 3.535 -0.388
C -6.554 2.457 4.346 0.209
F -7.843 2.429 4.674 -0.303
C -5.796 3.595 4.590 0.697
F -6.354 4.663 5.147 -0.302
C -4.455 3.612 4.239 -0.219
F -3.725 4.707 4.459 -0.317
Ge -3.921 -0.299 2.566 1.249
S -1.794 -0.385 2.222 -0.757
C -5.003 -0.354 0.929 -0.030
C -4.926 0.757 0.113 -0.259
F -4.190 1.811 0.515 -0.426
C -5.618 0.873 -1.081 0.165
F -5.506 1.964 -1.835 -0.338
C -6.452 -0.165 -1.474 0.844
F -7.131 -0.082 -2.612 -0.316
C -6.594 -1.278 -0.655 0.177
F -7.421 -2.258 -1.010 -0.310
C -5.878 -1.347 0.533 0.367
F -6.079 -2.421 1.305 -0.318
C -4.298 -1.797 3.787 -0.448
C -4.631 -1.643 5.118 0.564
F -4.834 -0.418 5.629 -0.275
C -4.761 -2.712 5.994 -0.006
F -5.091 -2.508 7.268 -0.295
C -4.539 -4.000 5.534 0.706
F -4.657 -5.035 6.356 -0.303
C -4.190 -4.197 4.204 -0.110
F -3.972 -5.428 3.749 -0.292
C -4.076 -3.097 3.368 0.203
F -3.733 -3.333 2.094 -0.211
```

## Properties
Total energy, eV: -443144.140
LUMO level, eV: -1.20
HOMO, eV: -8.20

=====

This record from OMol25 describes a 2-piece molecular cluster, C6H15FN overall. The level of theory is the ωB97M-V functional and the def2-TZVPD basis.

XYZ file:
```
23
Properties=species:S:1:pos:R:3:mulliken_charge:R:1
C 1.157 0.889 1.469 -1.411
C 1.724 -2.334 -2.392 -0.818
C -1.990 0.350 1.878 -0.837
C -1.442 1.599 -0.043 -0.920
C 0.214 -0.007 0.786 -0.336
C 1.489 -0.882 -2.184 -0.363
N -1.237 0.267 0.622 0.149
F 0.223 -0.526 -2.414 -0.226
H 2.090 0.445 1.560 0.412
H 1.452 1.732 0.915 0.424
H 0.701 1.519 2.288 0.313
H 1.133 -3.033 -1.697 0.218
H 2.808 -2.705 -2.476 0.332
H 1.422 -2.651 -3.460 0.286
H -2.957 0.922 1.730 0.307
H -1.903 -0.573 2.379 0.444
H -1.633 1.082 2.563 0.376
H -0.974 1.701 -0.954 0.314
H -2.457 1.662 -0.083 0.473
H -0.797 2.300 0.505 0.413
H 0.595 -0.970 0.381 0.642
H 1.959 -0.332 -1.489 0.608
H -1.577 -0.454 0.115 0.199
```

## Properties
Total energy, eV: -10660.622
LUMO level (spin up / spin down), eV: -4.53 / -2.83
HOMO (spin up / spin down), eV: -11.30 / -13.10
Total charge: +1

=====

This record from OMol25 describes a 3-piece molecular cluster, C44H61BBr2ClF5NO12Si overall. The level of theory is the ωB97M-V functional and the def2-TZVPD basis.

XYZ file:
```
128
Properties=species:S:1:pos:R:3:mulliken_charge:R:1
C -3.296 -2.416 2.112 -1.041
B -2.655 -1.223 1.327 0.893
O -3.362 -0.409 0.485 -0.845
C -1.084 -0.847 1.526 -0.169
C -0.003 -1.479 0.907 -0.167
C -0.307 -2.586 -0.088 1.032
F -0.983 -3.543 0.645 -0.359
F 0.807 -3.210 -0.529 0.017
C -1.205 -2.209 -1.271 -1.903
C -1.068 -0.783 -1.826 -0.515
Si -0.052 -0.604 -3.435 -0.497
C 1.749 -1.075 -3.280 -0.394
C -0.889 -1.711 -4.706 -1.119
C -0.269 1.195 -3.953 0.619
C -1.033 2.098 -3.205 -0.026
C -1.167 3.421 -3.605 -0.729
C -0.556 3.862 -4.771 -0.473
C 0.197 2.988 -5.543 -0.720
C 0.327 1.666 -5.128 -0.547
C 1.276 -1.044 1.236 1.555
C 2.525 -1.653 0.659 -0.580
O 2.949 -1.373 -0.402 -0.473
O 3.214 -2.456 1.509 -0.424
C 2.542 -3.675 1.869 0.593
C 3.046 -4.151 3.223 -1.382
C 2.588 -5.563 3.549 0.559
F 3.371 -6.457 2.903 -0.277
Br 0.730 -5.880 3.069 -0.028
C 2.757 -5.808 5.074 0.509
F 4.017 -5.565 5.417 -0.199
F 1.955 -4.959 5.742 -0.184
Br 2.257 -7.606 5.615 -0.095
C 1.508 0.008 2.124 -0.292
C 2.888 0.488 2.470 -1.353
C 3.135 1.923 2.053 0.360
O 3.933 2.579 2.600 -0.487
O 2.329 2.384 1.035 -0.095
C 2.969 2.643 -0.178 0.536
C 2.005 2.820 -1.309 -0.397
O 4.140 2.720 -0.289 -0.484
C 0.390 0.599 2.690 1.868
Cl 0.552 1.877 3.797 -0.140
N -0.855 0.171 2.382 0.630
C -2.018 0.833 2.984 -2.142
C -2.464 0.405 4.224 0.236
C -3.546 1.068 4.789 -1.106
C -4.127 2.130 4.105 -0.590
C -3.674 2.534 2.853 -1.049
C -2.594 1.877 2.277 0.489
H -3.528 -3.242 1.444 0.355
H -2.589 -2.794 2.848 0.342
H -4.186 -2.045 2.614 0.322
H -3.754 -0.877 -0.261 0.380
H -2.217 -2.460 -0.962 0.585
H -0.976 -2.917 -2.066 0.731
H -2.060 -0.439 -2.117 0.724
H -0.707 -0.056 -1.097 0.238
H 2.378 -0.268 -2.928 0.324
H 2.108 -1.426 -4.246 0.438
H 1.826 -1.931 -2.617 -0.230
H -1.966 -1.727 -4.550 0.343
H -0.705 -1.340 -5.712 0.442
H -0.508 -2.730 -4.656 0.271
H -1.529 1.767 -2.303 0.406
H -1.750 4.134 -3.039 0.424
H -0.668 4.891 -5.078 0.404
H 0.697 3.288 -6.450 0.427
H 0.906 0.971 -5.723 0.365
H 2.828 -4.427 1.136 0.281
H 1.466 -3.573 1.927 -0.167
H 4.132 -4.158 3.196 0.359
H 2.671 -3.494 4.004 0.429
H 3.673 -0.156 2.090 0.513
H 2.991 0.484 3.552 0.534
H 2.407 3.626 -1.912 0.430
H 1.022 3.105 -0.948 0.258
H 1.977 1.925 -1.922 -0.290
H -1.943 -0.411 4.705 0.568
H -3.917 0.754 5.752 0.484
H -4.959 2.665 4.537 0.476
H -4.172 3.353 2.363 0.523
H -2.226 2.205 1.318 0.672
C -5.275 9.443 1.567 -0.803
O -4.790 9.117 2.853 -0.303
C -5.413 8.001 3.458 -0.580
C -4.414 7.019 4.038 -0.302
O -3.592 6.336 3.099 -0.336
C -2.601 7.067 2.388 -0.310
C -1.463 7.628 3.216 -0.557
O -1.876 8.697 4.045 -0.299
C -1.401 8.640 5.374 -0.804
H -6.177 10.060 1.632 0.303
H -4.499 10.011 1.054 0.245
H -5.488 8.548 0.974 0.367
H -6.064 7.481 2.746 0.337
H -6.036 8.368 4.283 0.390
H -4.996 6.231 4.524 0.406
H -3.814 7.483 4.822 0.114
H -3.052 7.841 1.767 0.095
H -2.160 6.336 1.703 0.407
H -0.707 8.017 2.522 0.404
H -1.006 6.825 3.806 0.321
H -1.398 7.615 5.759 0.366
H -2.076 9.233 5.991 0.244
H -0.394 9.062 5.449 0.303
C 4.137 -7.571 -6.846 -0.810
O 4.171 -6.544 -5.877 -0.296
C 3.531 -5.342 -6.262 -0.792
C 2.597 -4.815 -5.192 0.265
O 1.450 -5.606 -4.925 -0.455
C 1.598 -6.862 -4.278 -0.417
C 2.064 -6.810 -2.838 -0.127
O 3.422 -6.417 -2.718 -0.364
C 3.655 -5.432 -1.741 -0.468
H 4.941 -7.448 -7.578 0.305
H 4.276 -8.520 -6.329 0.243
H 3.174 -7.606 -7.366 0.374
H 2.976 -5.474 -7.197 0.389
H 4.308 -4.585 -6.431 0.363
H 2.200 -3.866 -5.566 0.246
H 3.141 -4.581 -4.275 -0.048
H 2.213 -7.544 -4.866 0.113
H 0.589 -7.284 -4.266 0.429
H 1.973 -7.818 -2.416 0.441
H 1.408 -6.140 -2.271 -0.054
H 2.852 -4.684 -1.718 -0.028
H 4.584 -4.921 -1.993 0.350
H 3.761 -5.890 -0.750 0.359
```

## Properties
Total energy, eV: -247419.430
LUMO level, eV: -4.08
HOMO, eV: -10.64
Total charge: +1

=====

This record from OMol25 describes a 2-piece molecular cluster, C6H15NO2 overall. The level of theory is the ωB97M-V functional and the def2-TZVPD basis.

XYZ file:
```
24
Properties=species:S:1:pos:R:3:mulliken_charge:R:1
C -2.535 0.503 1.462 -1.598
C -1.501 0.133 0.404 1.053
O -1.409 1.066 -0.549 -0.705
O -1.769 -1.160 -0.098 -0.555
C 0.035 0.000 1.245 -1.010
N 0.855 1.135 0.883 -0.367
H -3.487 0.682 0.960 0.415
H -2.655 -0.309 2.176 0.359
H -2.232 1.411 1.978 0.337
H -0.441 0.819 -1.178 0.438
H -2.256 -1.050 -0.923 0.357
H -0.329 -0.004 2.279 0.530
H 0.566 -0.935 1.078 0.172
H 1.645 1.239 1.508 0.210
H 0.320 1.996 0.936 0.202
C 0.742 0.175 -2.032 -1.089
C 1.194 -0.912 -1.338 0.400
C 2.549 -0.980 -0.732 -1.250
H 1.464 0.924 -2.333 0.317
H -0.012 0.006 -2.794 0.407
H 0.533 -1.752 -1.175 0.372
H 2.537 -1.453 0.249 0.318
H 3.211 -1.556 -1.381 0.373
H 2.975 0.022 -0.627 0.314
```

## Properties
Total energy, eV: -12048.090
LUMO level, eV: 0.81
HOMO, eV: -8.74